(1)
Molecular formula: C3H12NO3S
Method: DFT, ωB97M-V/def2-TZVPD

Geometry as XYZ:
```
20
C3H12NO3S | the OMol25 dataset | ωB97M-V/def2-TZVPD
C 0.305 0.763 1.874
O 1.515 1.294 1.568
C -0.140 -0.030 0.600
C -1.066 -1.198 0.919
S -2.048 -2.193 -0.325
N 1.120 -0.538 -0.092
H 0.302 0.240 2.872
H -0.398 1.616 2.009
H -0.545 0.754 -0.231
H -1.850 -0.730 1.617
H -0.408 -1.874 1.628
H -0.929 -2.105 -1.022
H 1.879 -0.530 0.579
H 1.413 0.075 -0.933
H 0.741 1.622 -1.987
H -0.046 0.545 -2.590
O 0.405 1.289 -2.874
H 1.376 1.784 0.568
H 2.119 1.770 -0.958
O 1.416 2.226 -0.703
```

Calculated values
E_LUMO (alpha / beta) = 0.59 / -4.53 eV
strongest force on any atom = 6.6 eV/A
HOMO energy (alpha / beta) = -9.58 / -9.56 eV
2S+1 = 2
Kohn-Sham gap (alpha / beta) = 0.374 / 0.185 hartree
energy relative to the best compared isomer or geometry (same formula, charge and spin) = 65.9 kcal per mole
expectation value of S² = 0.760

Atomic partial charges in e from the natural (NBO) method, atoms 1 to 2: number 1, C, carries -0.10; number 2, O, carries -0.61

=====

(2)
Molecular formula: C16H32CuNOPSi
Method: DFT, ωB97M-V/def2-TZVPD

Geometry as XYZ:
```
53
C16H32CuNOPSi | the OMol25 dataset | ωB97M-V/def2-TZVPD
C 3.621 -1.211 -2.009
C 3.205 0.113 -2.117
C 1.945 0.516 -1.636
C 1.145 -0.428 -1.004
C 1.524 -1.773 -0.952
C 2.783 -2.162 -1.426
C 1.562 1.960 -1.859
C 0.128 2.411 -1.544
N -0.898 1.327 -1.649
Cu -0.515 0.200 -0.212
C 0.562 -2.794 -0.393
P -1.037 -1.908 -0.155
H 3.842 0.861 -2.598
H 3.076 -3.211 -1.340
H 4.598 -1.510 -2.387
H 0.890 -3.200 0.578
H 0.400 -3.643 -1.078
H 2.225 2.604 -1.256
H 1.770 2.231 -2.905
H 0.053 2.805 -0.524
C -1.744 -2.634 1.339
C -2.046 -2.557 -1.521
H -0.170 3.211 -2.243
C -0.911 0.678 -2.993
C -2.239 1.918 -1.400
H -4.393 0.908 0.967
H -1.501 1.300 -3.685
H 0.102 0.552 -3.389
H -1.393 -0.304 -2.908
H -2.469 2.640 -2.201
H -2.994 1.125 -1.398
H -2.234 2.421 -0.428
H -2.249 -3.625 -1.362
H -2.993 -2.001 -1.540
H -1.525 -2.421 -2.477
H -1.693 -3.731 1.288
H -1.212 -2.276 2.228
H -2.790 -2.307 1.397
H -4.411 0.157 1.315
C 1.640 2.224 2.663
Si 0.206 0.990 2.774
C 1.061 -0.688 3.015
C -0.776 1.396 4.342
O -0.774 1.041 1.500
H 2.030 2.437 3.669
H 1.321 3.173 2.214
H 2.468 1.821 2.061
H 1.643 -0.664 3.950
H 0.358 -1.524 3.087
H 1.761 -0.898 2.193
H -1.410 2.278 4.187
H -1.434 0.564 4.630
H -0.109 1.605 5.191
```

Calculated values
E_LUMO (alpha / beta) = 0.61 / 0.09 eV
strongest force on any atom = 2.7 eV/A
HOMO energy (alpha / beta) = -7.28 / -8.03 eV
2S+1 = 2
Kohn-Sham gap (alpha / beta) = 0.290 / 0.299 hartree
expectation value of S² = 0.755

Atomic partial charges in e from the natural (NBO) method, atoms 1 to 2: number 1, C, carries -0.22; number 2, C, carries -0.24

=====

(3)
Molecular formula: CH3O5P
Method: DFT, ωB97M-V/def2-TZVPD

Geometry as XYZ:
```
10
CH3O5P | the OMol25 dataset | ωB97M-V/def2-TZVPD
C 0.232 -0.935 0.180
O -0.799 1.192 -1.379
O -2.227 -0.162 0.293
O -0.368 1.489 1.164
O 0.335 -1.615 1.171
O 0.555 -1.505 -1.015
P -0.888 0.442 -0.057
H 2.174 0.210 0.230
H 0.518 1.640 1.006
H 0.467 -0.756 -1.593
```

Calculated values
E_LUMO = 7.12 eV
strongest force on any atom = 4.3 eV/A
HOMO energy = 1.53 eV
Kohn-Sham gap = 0.205 hartree
charge = -2
energy relative to the best compared isomer or geometry (same formula, charge and spin) = 33.2 kcal per mole

Atomic partial charges in e from the natural (NBO) method, atoms 1 to 2: number 1, C, carries 0.43; number 2, O, carries -1.19

=====

(4)
Molecular formula: C3H10NS2
Method: DFT, ωB97M-V/def2-TZVPD

Geometry as XYZ:
```
16
C3H10NS2 | the OMol25 dataset | ωB97M-V/def2-TZVPD
C -1.210 -0.659 -1.378
C -0.432 -0.539 -0.081
N -0.886 0.714 0.687
C 1.044 -0.475 -0.288
S 2.017 -0.683 1.221
S 1.881 1.167 2.124
H -2.290 -0.742 -1.216
H -0.894 -1.567 -1.895
H -1.036 0.207 -2.009
H -0.624 -1.363 0.593
H -1.664 0.476 1.292
H -1.189 1.470 0.085
H -0.143 1.046 1.302
H 1.370 0.409 -0.815
H 1.351 -1.306 -0.938
H 2.704 1.847 1.317
```

Calculated values
E_LUMO = -3.32 eV
strongest force on any atom = 1.0 eV/A
structure (SMILES) = C[C@H]([NH3+])CSS
HOMO energy = -13.33 eV
Kohn-Sham gap = 0.368 hartree
charge = +1
energy relative to the best compared isomer or geometry (same formula, charge and spin) = 0.0 kcal per mole

Atomic partial charges in e from the natural (NBO) method, atoms 1 to 2: number 1, C, carries -0.64; number 2, C, carries -0.05

=====

In order of appearance, DFT total energy = -21768.160; -82454.997; -20611.619; -26427.550 eV.